# 1
Entry from the OMol25 dataset: one molecule with the formula C2H9N3O at a distorted geometry (wB97M-V/def2-TZVPD).

For the HOMO-LUMO gap, the calculation gives 0.3361 Ha. The value obtained for the HOMO energy is -8.41 eV. Its structure (SMILES) is CN[C@@H](N)NO. Its total energy is -8735.284 eV. The calculation puts the energy above the lowest of the compared OMol25 structures with the same formula, charge and spin at 304.4 kJ/mol. The LUMO energy is 0.0270 Ha.

```
15
Properties=species:S:1:pos:R:3:forces:R:3:lowdin_charge:R:1
H 0.1113 -1.5953 -0.8359 2.70 0.02 -0.63 0.1217
H -1.5830 -0.1281 -0.9641 0.11 0.03 -0.02 0.1028
H 0.3820 0.7033 -1.7960 -0.03 0.06 0.08 0.1435
C 0.5309 0.5015 -0.7331 -2.15 -1.14 -0.11 -0.4156
H -0.0451 2.3678 -0.1663 0.05 -0.03 0.03 0.0856
H -0.2732 -0.8410 1.5658 -0.09 -0.02 0.06 0.0790
N 1.6072 -0.3952 -0.5793 0.92 -0.27 0.28 -0.1039
N -0.7960 -0.4274 -0.4013 0.87 1.20 -0.18 -0.1123
H -1.9450 -1.2309 1.1545 0.04 -0.03 0.02 0.0787
H -1.4799 0.4558 1.4276 0.04 -0.04 0.01 0.0695
N 0.6910 1.6967 -0.0042 0.05 -0.14 0.09 0.0809
H 1.8704 -0.4984 0.4039 -0.13 0.04 -0.13 0.1092
H 0.8452 1.5556 0.9847 -0.08 0.03 0.01 0.0785
O 1.2328 -1.6625 -1.0628 -2.43 0.09 0.50 -0.1779
C -1.1487 -0.5018 1.0064 0.12 0.20 -0.01 -0.1396
```
Forces are in eV/Å.

***

# 2
Entry from the OMol25 dataset: one molecule with the formula C2H9N3O at a distorted geometry (wB97M-V/def2-TZVPD).

For the HOMO-LUMO gap, the calculation gives 0.3662 Ha. The value obtained for the HOMO energy is -9.05 eV. Its structure (SMILES) is CN(N)[C@H](N)O. Its total energy is -8735.714 eV. The calculation puts the energy above the lowest of the compared OMol25 structures with the same formula, charge and spin at 263.0 kJ/mol. The LUMO energy is 0.0335 Ha.

```
15
Properties=species:S:1:pos:R:3:forces:R:3:lowdin_charge:R:1
H -0.6156 1.1618 -1.5018 -0.16 0.09 0.15 0.0877
H -2.0626 -0.4766 0.8290 1.06 -0.13 -0.10 0.0419
C 0.1598 -1.2246 -0.7328 0.14 0.11 0.12 -0.1025
N -1.8136 0.4730 0.5715 0.49 1.76 -0.24 0.0419
H -2.2502 1.0149 1.3121 0.19 0.34 -0.32 0.0429
N 0.3151 -0.3671 0.4359 4.99 1.01 0.08 -0.1770
H 2.2626 0.2673 -0.3053 -0.34 -0.14 0.02 0.0612
C -0.2790 0.9058 0.3698 -5.07 -1.25 1.23 -0.4881
H -0.8815 -1.5363 -0.7804 -0.04 -0.07 -0.11 0.0769
H 0.7863 -2.1053 -0.5919 -0.09 0.02 0.00 0.0818
H 0.4402 -0.7595 -1.6887 0.01 0.04 0.10 0.0796
H 0.0312 1.5333 1.2092 0.03 -0.29 -0.36 0.1399
H 2.2755 -0.6688 1.0461 0.07 0.08 -0.09 0.0564
N 1.8258 0.1320 0.6103 -1.77 -1.64 -0.18 0.0554
O -0.1938 1.6502 -0.7832 0.51 0.08 -0.31 0.0020
```
Forces are in eV/Å.

***

# 3
Entry from the OMol25 dataset: C2H9N3O2 as an isolated structure at a distorted geometry (wB97M-V/def2-TZVPD).

For the HOMO-LUMO gap, the calculation gives 0.3240 Ha. The value obtained for the HOMO energy is -8.54 eV. Its total energy is -10779.776 eV. The calculation puts the energy above the lowest of the compared OMol25 structures with the same formula, charge and spin at 604.6 kJ/mol. The LUMO energy is 0.0100 Ha.

```
16
Properties=species:S:1:pos:R:3:forces:R:3:lowdin_charge:R:1
H -0.4728 -0.7629 -0.6948 -1.11 1.66 2.15 0.1616
H 2.4513 -1.2701 -1.3831 0.03 0.04 0.04 0.1011
H 0.4053 -1.9983 1.0917 0.34 0.11 0.08 0.1118
C -2.1930 0.8992 0.2913 -0.23 -0.62 0.01 -0.2406
H 0.7664 1.2421 1.2531 0.34 -0.33 -0.06 0.0544
N 0.9836 -1.1755 0.9403 0.14 -0.16 -0.36 0.0970
C 0.7792 0.7289 -0.5982 1.82 -0.37 1.05 -0.2142
N 0.9032 1.5932 0.3083 -0.58 -0.25 -0.98 0.1188
H -2.2999 0.6017 1.3430 0.29 -0.01 0.08 0.0628
O -1.4308 0.0206 -0.4788 0.74 -1.07 -1.45 -0.3222
H 0.8307 0.9201 -1.6622 -0.12 0.12 -0.02 0.1253
N 0.8516 -0.7837 -0.3785 -2.01 0.42 -1.13 -0.2979
O 1.5230 -1.5508 -1.3821 0.15 0.66 0.63 0.0110
H -1.8358 1.9397 0.2565 0.33 -0.16 -0.01 0.0642
H 1.9586 -1.3200 1.1828 -0.11 -0.09 0.10 0.1035
H -3.2205 0.9159 -0.0892 -0.03 0.05 -0.12 0.0634
```
Forces are in eV/Å.

***

# 4
Entry from the OMol25 dataset: C2H9N3O2 as an isolated structure at a distorted geometry (wB97M-V/def2-TZVPD).

For the HOMO-LUMO gap (spin up / spin down), the calculation gives 0.3072 / 0.3073 Ha. The value obtained for the HOMO energy (spin up / spin down) is -9.55 / -9.55 eV. Its total energy is -10780.117 eV. The calculation puts the energy above the lowest of the compared OMol25 structures with the same formula, charge and spin at 571.8 kJ/mol. The LUMO energy (spin up / spin down) is -0.0439 / -0.0438 Ha.

```
16
Properties=species:S:1:pos:R:3:forces:R:3:lowdin_charge:R:1
N 1.0439 -2.0852 -0.4565 -0.04 0.09 -0.04 -0.0032
H -1.1176 0.4895 -0.2450 0.30 -0.20 0.29 0.1320
N -0.5361 2.1715 -1.4593 -0.83 -0.62 0.18 -0.0068
H 0.9685 -2.6543 0.3774 0.00 0.07 -0.05 0.0652
C -0.2252 -0.1659 1.6518 0.12 0.01 -0.17 -0.0211
H 0.4704 1.4991 -1.2222 0.14 -0.50 0.81 0.0942
O 0.8704 0.8423 -0.2302 -0.12 0.26 -0.63 -0.0636
H -1.1100 -0.7523 1.8938 0.03 0.02 -0.03 0.0814
N -0.1363 -1.2906 -0.5763 0.19 0.05 0.17 -0.0835
H -0.2917 -1.1201 -1.5634 0.03 -0.01 0.07 0.1059
H -0.5465 3.0003 -0.8381 -0.08 -0.17 -0.01 0.1173
C -0.0777 -0.0231 0.1406 -0.47 0.21 -0.28 -0.5515
O -1.5529 1.4403 -1.2484 0.89 0.82 -0.35 -0.0934
H 1.8779 -1.5039 -0.3929 -0.11 -0.02 0.02 0.0708
H -0.2936 0.8192 2.1113 -0.01 -0.03 -0.02 0.0809
H 0.6564 -0.6669 2.0575 -0.04 0.01 0.01 0.0753
```
Forces are in eV/Å.

***

# 5
Entry from the OMol25 dataset: one molecule with the formula C2H9N3OS at a distorted geometry (wB97M-V/def2-TZVPD).

For the HOMO-LUMO gap, the calculation gives 0.3429 Ha. The value obtained for the HOMO energy is -8.63 eV. Its total energy is -19569.693 eV. The calculation puts the energy above the lowest of the compared OMol25 structures with the same formula, charge and spin at 108.6 kJ/mol. The LUMO energy is 0.0257 Ha.

```
16
Properties=species:S:1:pos:R:3:forces:R:3:lowdin_charge:R:1
S -0.9268 1.0123 -0.4830 -0.19 1.49 -0.13 0.9100
C -0.0172 -1.4706 -0.7244 -1.96 -0.60 0.22 -0.1566
N -2.1233 0.0913 -0.6933 -0.64 -0.63 0.42 -0.3787
H 1.0776 1.8080 0.9138 1.94 0.21 -1.78 0.0814
H -1.7233 2.3384 1.4399 0.90 -0.66 -0.98 0.0526
N 0.3279 -0.1116 -0.4708 -0.15 0.74 0.28 -0.3988
H -1.2036 -1.4752 -0.9560 2.99 -0.46 0.55 0.0982
H 1.6329 -0.2878 1.1852 0.05 -0.04 -0.23 0.1294
H 0.6003 -1.8168 -1.5264 0.11 -0.35 -0.90 0.0677
H -0.7786 1.0832 1.9747 -0.31 0.55 -1.26 0.0599
H 0.2685 -2.0784 0.1355 -0.49 -0.28 0.26 0.0744
C 1.6349 0.1567 0.1713 -2.96 1.92 1.55 -0.2874
H 2.3958 -0.2348 -0.3751 2.08 -1.39 -1.82 0.0924
H -3.0045 0.5061 -0.9594 0.31 0.46 -0.23 0.0023
O 1.8261 1.5464 0.2372 -1.91 0.14 2.16 -0.0981
N -0.8954 1.7559 1.1676 0.24 -1.09 1.87 -0.2486
```
Forces are in eV/Å.

***

# 6
Entry from the OMol25 dataset: C2H9N4 as an isolated structure at a distorted geometry (wB97M-V/def2-TZVPD).

For the HOMO-LUMO gap, the calculation gives 0.4014 Ha. Its total charge is +1. The value obtained for the HOMO energy is -14.28 eV. Its total energy is -8171.428 eV. The calculation puts the energy above the lowest of the compared OMol25 structures with the same formula, charge and spin at 327.9 kJ/mol. The LUMO energy is -0.1232 Ha.

```
15
Properties=species:S:1:pos:R:3:forces:R:3:lowdin_charge:R:1
H 0.0708 -0.0328 -1.7810 0.13 -0.72 -1.33 0.1169
H -1.1695 -0.2423 -0.2798 -0.03 -0.12 0.08 0.0398
H -3.0284 -0.3133 -0.2328 -0.43 1.28 1.49 0.1289
H 1.7505 1.4452 -1.1132 -0.70 -0.43 0.45 0.1731
H 0.6786 2.6448 0.7457 -0.19 1.12 -0.42 0.0799
C 1.3120 -0.4765 -0.1090 1.49 -2.35 -0.84 -0.2886
H 1.6180 -2.4033 0.0090 0.17 0.72 0.07 0.0849
H 1.2544 1.4805 1.6010 2.41 -1.04 3.31 0.0378
N 0.7198 1.6645 0.8537 -1.71 -0.26 -3.90 0.1080
N 2.0433 -1.4813 0.2238 -2.28 2.14 -0.71 0.1974
N 0.0597 -0.0628 -0.7909 1.72 0.59 0.71 0.0799
C 1.1502 0.9414 -0.3252 -0.29 0.42 2.09 -0.2108
N -2.1722 -0.6526 0.1918 -0.10 -2.90 -1.78 0.1921
H -1.9517 -0.8826 1.1493 -1.12 1.17 0.94 0.1230
H -2.3357 -1.6290 -0.1423 0.93 0.39 -0.16 0.1376
```
Forces are in eV/Å.

***

# 7
Entry from the OMol25 dataset: a 2-piece molecular cluster, C2H9N4 overall at a distorted geometry (wB97M-V/def2-TZVPD).

For the HOMO-LUMO gap, the calculation gives 0.3543 Ha. Its total charge is +1. The value obtained for the HOMO energy is -13.42 eV. Its total energy is -8171.975 eV. The calculation puts the energy above the lowest of the compared OMol25 structures with the same formula, charge and spin at 275.1 kJ/mol. The LUMO energy is -0.1389 Ha.

```
15
Properties=species:S:1:pos:R:3:forces:R:3:lowdin_charge:R:1
H 0.8103 2.1296 -0.4673 0.94 0.16 0.29 0.0649
H -0.4579 0.9412 0.3077 0.70 -0.51 -0.38 0.0560
H -1.8964 0.8612 -0.7159 1.32 -0.95 0.43 0.1696
N -1.0109 0.3701 -0.4066 -3.52 1.59 -0.26 0.1555
H 0.0201 2.8321 0.7531 -0.08 0.70 0.36 0.0530
H -2.5773 -1.3449 -1.6749 -0.03 0.25 -0.09 0.1341
H 1.6846 -2.6979 0.9807 0.78 -0.18 0.32 0.0722
H 1.4138 2.0560 1.1793 0.32 0.19 -0.49 0.0673
N 0.3046 -1.5904 0.0008 -0.10 -0.90 0.09 0.0560
N -1.6634 -1.6589 -1.3950 -0.75 -0.06 -0.55 0.2005
H 2.2837 -1.0831 -0.0899 0.58 -1.34 0.54 0.0868
C -0.9032 -0.8848 -0.6580 6.44 -2.76 1.87 -0.3855
N 0.6425 2.0824 0.5298 -0.74 -0.27 0.24 0.0445
H -1.4082 -2.5638 -1.7687 0.40 0.15 0.58 0.1438
C 1.6054 -1.8596 0.3207 -6.27 3.92 -2.95 0.0812
```
Forces are in eV/Å.

***

# 8
Entry from the OMol25 dataset: C2H9N4 as an isolated structure at a distorted geometry (wB97M-V/def2-TZVPD).

For the HOMO-LUMO gap, the calculation gives 0.3660 Ha. Its total charge is +1. The value obtained for the HOMO energy is -14.08 eV. Its total energy is -8168.378 eV. The calculation puts the energy above the lowest of the compared OMol25 structures with the same formula, charge and spin at 622.2 kJ/mol. The LUMO energy is -0.1515 Ha.

```
15
Properties=species:S:1:pos:R:3:forces:R:3:lowdin_charge:R:1
H -1.9825 0.5875 1.3460 -0.02 0.01 2.30 0.0813
H -0.0652 -1.7483 -1.3115 0.50 -1.25 -0.03 0.1164
H 2.5549 0.7500 0.2350 0.03 -0.22 -0.02 0.0594
N -0.2057 1.2418 -0.2513 -2.98 1.86 -0.77 -0.0109
N -1.7315 0.2759 0.4542 0.97 -1.96 -2.53 0.1072
H -0.9378 1.6851 -0.8751 1.50 -0.26 0.77 0.1797
C 1.8944 -0.0892 0.4260 -2.60 -1.47 -3.92 0.1396
C -0.5755 -0.9220 -0.9123 1.19 1.57 -0.98 -0.1538
H 1.3563 -0.0782 1.3579 0.18 -0.15 0.36 0.0358
N 0.4761 0.2698 -0.8311 2.94 -1.51 2.39 -0.0678
N -1.1352 -0.9452 0.3383 -2.28 2.24 2.62 -0.0473
H -0.7446 -1.2806 1.2362 0.30 -0.33 -1.28 0.1696
H 2.1979 -1.1218 -0.0074 -0.21 2.03 1.18 0.1049
H 0.2143 1.8905 0.4060 0.36 -0.15 -0.16 0.1499
H -1.3160 -0.5153 -1.6110 0.11 -0.41 0.08 0.1360
```
Forces are in eV/Å.

***

# 9
Entry from the OMol25 dataset: a 2-piece molecular cluster, C2H9N4O overall at a distorted geometry (wB97M-V/def2-TZVPD).

For the HOMO-LUMO gap, the calculation gives 0.3360 Ha. Its total charge is +1. The value obtained for the HOMO energy is -13.84 eV. Its total energy is -10217.243 eV. The calculation puts the energy above the lowest of the compared OMol25 structures with the same formula, charge and spin at 579.6 kJ/mol. The LUMO energy is -0.1725 Ha.

```
16
Properties=species:S:1:pos:R:3:forces:R:3:lowdin_charge:R:1
H -3.6879 0.8482 0.2662 -0.64 0.07 0.49 0.0331
N 2.0026 -1.9627 -0.1225 -5.88 3.50 1.23 0.1946
H -0.9303 0.1377 1.7366 -0.67 1.19 0.55 0.1119
C 2.2324 1.5229 -0.3668 -1.16 0.55 -1.91 0.1444
H -1.4375 0.8372 0.2991 -0.05 -1.53 -1.08 0.0617
N 1.8351 0.3851 -0.0126 0.34 2.05 -0.30 0.1418
H 1.9104 2.2390 -1.1995 -0.58 -1.90 0.49 0.1441
N -0.6375 0.4843 0.8351 1.31 0.73 2.48 0.1100
O -0.0489 -0.7886 0.5255 -0.77 -0.86 -1.66 0.0363
H -2.8710 -0.6100 0.2157 -0.23 -0.07 0.61 0.0223
N -3.1710 0.2045 -0.2920 0.99 -0.26 -0.47 0.0299
H 3.0482 2.0293 0.0430 1.37 0.10 1.78 0.0830
H -3.7315 -0.1736 -1.0223 -0.64 0.20 -0.71 0.0301
C 1.1300 -0.6755 0.0557 5.17 -3.60 -0.61 -0.3119
H 1.4036 -2.6098 -0.6027 0.49 -0.73 -0.26 0.0880
H 2.9534 -1.8678 -0.3586 0.95 0.53 -0.64 0.0806
```
Forces are in eV/Å.